ORCA calculation (ωB97M-V/def2-TZVPD) on a 7-piece molecular cluster, C30H64BNO19S overall.

Structure (XYZ):
```
116
Properties=species:S:1:pos:R:3:lowdin_charge:R:1
S 2.90 1.83 1.07 0.973
O 2.21 0.92 1.92 -0.366
O -3.46 -0.17 1.31 -0.048
O -5.41 -2.09 -1.55 -0.001
O -5.66 -2.77 -3.62 0.086
O -3.27 -5.70 -1.58 0.089
O 2.06 3.26 1.21 -0.302
O 2.68 1.37 -0.46 -0.111
O 0.65 3.08 1.04 -0.135
O 0.71 1.10 -1.79 0.170
O 1.05 2.01 -4.95 -0.012
O 1.43 -0.68 -0.39 0.076
O 5.55 2.77 6.37 -0.001
O 2.70 2.83 -3.78 0.121
O -7.67 -0.01 -0.56 0.089
O 9.76 -1.11 1.71 0.107
O -1.86 -6.53 -0.13 0.008
O 9.84 -0.04 3.62 -0.002
O 7.60 3.26 6.96 0.098
O -6.41 0.66 -2.21 -0.010
N -1.67 2.40 -0.03 -0.040
C -5.66 -2.20 -0.15 -0.221
C 0.48 1.65 -7.30 -0.061
C -2.20 -5.60 -1.03 -0.513
C -1.30 -4.41 -1.27 0.022
C 8.70 -2.23 3.51 0.011
C 4.44 2.89 5.47 -0.227
C 4.41 1.80 4.43 -0.059
C -5.93 0.52 -3.55 -0.231
C 2.15 4.08 -5.73 0.020
C 1.98 2.96 -4.74 -0.516
C 7.08 3.75 4.69 0.015
C -6.67 1.43 -4.51 -0.062
C 0.02 2.12 -5.94 -0.230
C 0.27 3.91 -0.06 -0.175
C -4.60 -2.97 0.62 -0.053
C -8.39 -0.73 -2.71 0.025
C 10.21 -0.59 5.98 -0.059
C -5.75 -3.04 -2.44 -0.516
C 9.38 0.17 4.96 -0.241
C -3.65 1.07 0.63 -0.407
C -0.42 -5.70 1.67 -0.058
C -5.08 1.55 0.87 -0.037
C 6.76 3.27 6.10 -0.536
C -2.62 2.12 1.04 -0.167
C -7.47 -0.02 -1.74 -0.532
C -6.13 -4.41 -1.95 0.026
C -0.55 -6.60 0.45 -0.232
C 0.09 -1.03 0.00 -0.023
C 9.45 -1.09 2.87 -0.530
C -1.24 3.80 -0.17 -0.171
B 1.57 0.57 -0.85 -0.855
H 9.42 -2.99 3.81 0.094
H 8.31 -0.06 5.04 0.110
H 0.56 4.93 0.17 0.124
H 2.91 3.80 -6.45 0.099
H -0.55 -4.65 1.40 0.062
H 0.77 3.57 -0.96 0.109
H -0.43 -0.18 0.43 0.081
H 0.21 -6.40 -0.29 0.113
H 1.30 2.26 -7.68 0.069
H -6.66 -2.61 0.02 0.121
H -3.15 3.01 1.38 0.110
H -0.44 -7.64 0.75 0.123
H 9.87 -0.35 6.99 0.084
H 3.52 1.88 3.80 0.045
H -6.82 -4.86 -2.65 0.093
H -1.69 4.43 0.59 0.114
H 1.20 1.16 -2.63 0.092
H 9.48 1.24 5.13 0.118
H 5.29 1.84 3.78 0.072
H -6.60 -4.41 -0.97 0.077
H -0.48 -1.36 -0.86 0.086
H -2.07 1.72 1.89 0.119
H -5.32 2.37 0.21 0.090
H -7.91 -1.06 -3.62 0.073
H 2.50 4.96 -5.18 0.093
H -5.21 -4.99 -1.91 0.064
H -5.73 0.71 0.67 0.041
H -5.19 1.85 1.90 0.088
H -6.58 2.47 -4.18 0.080
H -3.43 0.00 2.26 0.096
H -9.21 -0.05 -2.96 0.096
H -1.19 -5.95 2.40 0.084
H 10.14 -1.66 5.83 0.068
H -5.68 -1.17 0.20 0.082
H 4.42 3.89 5.02 0.114
H 7.52 2.93 4.13 0.087
H -4.88 0.79 -3.50 0.123
H 1.24 4.35 -6.25 0.072
H 6.22 4.13 4.15 0.070
H 11.26 -0.30 5.88 0.084
H -4.84 -2.93 1.68 0.088
H -8.80 -1.60 -2.21 0.094
H -1.62 -3.60 -0.61 0.073
H -4.54 -4.02 0.32 0.066
H -7.73 1.19 -4.57 0.067
H 8.10 -1.95 4.38 0.068
H -0.25 -4.60 -1.10 0.075
H 0.56 -5.83 2.13 0.083
H -3.62 -2.52 0.46 0.059
H -1.50 4.15 -1.16 0.120
H -3.57 0.84 -0.43 0.137
H 0.16 -1.81 0.75 0.090
H -1.43 -4.09 -2.30 0.098
H -0.34 1.69 -8.01 0.083
H -0.37 3.14 -5.97 0.113
H 0.84 0.62 -7.23 0.085
H -0.78 1.49 -5.57 0.125
H 7.80 4.56 4.77 0.091
H 4.40 0.82 4.91 0.089
H -6.24 1.35 -5.51 0.081
H -2.09 2.13 -0.90 0.099
H -5.97 -0.53 -3.86 0.089
H 8.03 -2.66 2.77 0.089
H 3.56 2.82 6.11 0.124
```

The calculation puts the total energy at -84052.047 eV. The value obtained for the LUMO energy is 0.15 eV. As for the frontier orbital gap: 9.07 eV.

ORCA calculation (ωB97M-V/def2-TZVPD) on a 3-piece molecular cluster, C30H64IN5O5P overall.

Structure (XYZ):
```
106
Properties=species:S:1:pos:R:3:lowdin_spin:R:1
I 3.52 -0.42 1.28 0.003
P -0.46 -6.11 4.77 0.000
O 0.59 -6.15 5.81 0.000
O -1.93 -5.90 5.30 0.000
O 2.77 2.01 -1.16 0.491
O -2.48 5.51 -3.83 0.522
O -0.56 -7.43 3.90 0.000
N 4.06 -1.47 2.99 0.002
N 2.00 -1.37 4.00 0.000
N 1.67 1.99 -1.82 0.400
N 3.30 -3.38 4.02 0.000
N -3.59 5.37 -4.46 0.380
C -4.48 7.68 -4.49 0.016
C -4.36 7.70 -6.02 0.001
C 1.93 2.04 -3.30 0.027
C -4.49 6.35 -2.39 -0.001
C 5.47 -4.48 4.70 0.000
C 2.18 3.49 -3.73 0.017
C 1.11 4.46 -3.24 0.001
C 0.75 1.46 -4.11 0.003
C 4.39 -3.47 5.06 0.000
C 0.68 2.95 -1.23 0.028
C -6.05 5.73 -4.16 0.002
C 1.16 -9.06 4.63 0.000
C 6.09 -6.90 4.28 0.000
C -4.64 6.28 -3.90 0.027
C 2.07 -4.08 4.46 0.000
C 0.79 2.91 0.29 -0.001
C -2.27 -6.51 6.58 0.000
C 1.16 -4.36 3.26 0.000
C -0.28 -4.71 3.64 0.000
C 0.95 4.37 -1.73 0.018
C -2.09 4.57 -6.23 -0.001
C -4.49 4.63 -6.69 0.003
C 3.14 1.18 -3.61 -0.001
C -3.23 6.78 -6.47 0.016
C -3.79 -6.43 6.75 0.000
C 0.67 -8.10 3.54 0.000
C 3.10 -2.09 3.66 0.000
C 4.98 -5.93 4.69 0.000
C -0.77 2.54 -1.55 0.003
C -3.36 5.35 -5.94 0.026
H -1.20 5.06 -5.83 0.000
H 1.12 -3.46 2.63 0.000
H -2.15 3.56 -5.82 0.000
H 6.01 -7.85 4.82 0.000
H 1.39 5.47 -3.52 0.001
H 2.08 -0.50 4.50 0.000
H -4.22 -7.43 6.86 0.000
H 0.15 5.02 -1.39 0.002
H 3.28 1.15 -4.69 0.000
H 2.14 -8.76 4.98 0.000
H 4.76 -2.15 2.70 0.000
H -5.31 7.40 -6.48 0.000
H 7.08 -6.48 4.47 0.000
H -6.21 4.82 -3.58 0.001
H -2.28 7.21 -6.12 0.002
H 4.56 -6.20 5.66 0.000
H 2.25 3.51 -4.82 0.002
H -4.51 5.35 -1.95 0.000
H 0.15 4.26 -3.73 0.000
H -0.01 3.53 0.71 0.000
H 4.85 -2.49 5.21 0.000
H -4.14 4.34 -7.68 0.000
H -1.77 -5.93 7.35 0.000
H 3.91 -3.73 6.01 0.000
H 1.57 -3.53 5.26 0.000
H -0.98 2.39 -2.60 0.000
H -5.33 6.92 -1.99 0.000
H 6.30 -4.38 5.39 0.000
H 0.37 0.55 -3.65 0.001
H -4.05 -5.83 7.62 0.000
H -1.02 1.61 -1.03 0.001
H -1.92 -7.54 6.59 0.000
H -5.37 5.24 -6.85 0.000
H -1.96 4.49 -7.31 0.000
H -4.79 3.72 -6.17 0.002
H -3.57 6.84 -2.09 0.000
H 4.18 -6.01 3.95 0.000
H 1.09 -1.74 3.80 0.000
H -3.18 6.75 -7.56 0.002
H -1.45 3.31 -1.20 0.000
H 2.40 -5.02 4.89 0.000
H 2.99 0.15 -3.26 0.000
H 1.62 -5.12 2.64 0.000
H -0.82 -3.86 4.07 0.000
H -6.27 5.50 -5.20 0.000
H 0.42 -8.66 2.64 0.000
H 1.43 -7.37 3.26 0.000
H -4.22 -5.96 5.88 0.000
H -0.82 -4.97 2.73 0.000
H -4.16 8.72 -6.35 0.001
H -0.07 2.16 -4.24 0.000
H 6.03 -7.13 3.22 0.000
H 1.73 3.31 0.64 0.000
H 4.05 1.57 -3.17 -0.001
H -5.33 8.29 -4.17 0.002
H 5.84 -4.24 3.70 0.000
H 0.48 -9.01 5.47 0.000
H 1.87 4.74 -1.26 0.002
H -6.78 6.47 -3.84 0.000
H 0.67 1.90 0.67 0.000
H -3.59 8.15 -4.07 0.002
H 3.16 3.81 -3.35 0.002
H 1.10 1.21 -5.11 0.000
H 1.21 -10.08 4.25 0.000
```

The calculation puts the total energy at -67218.291 eV. The total charge is +1. The value obtained for the LUMO energy (alpha / beta) is -4.34 / -4.36 eV. As for the energy above the lowest of the compared OMol25 structures with the same formula, charge and spin: 0.0 kcal per mole. As for the frontier orbital gap (alpha / beta): 5.33 / 6.37 eV. As for the multiplicity: 3.

ORCA calculation (ωB97M-V/def2-TZVPD) on a 11-piece molecular cluster, C30H64N2O13 overall.

Structure (XYZ):
```
109
Properties=species:S:1:pos:R:3:lowdin_charge:R:1
O 19.19 14.36 14.22 0.054
O 20.02 12.66 8.91 -0.072
O 7.85 12.39 11.25 0.072
O 14.77 13.70 16.03 -0.083
O 21.29 7.53 12.49 -0.102
O 9.56 13.46 11.83 0.046
O 15.67 11.91 11.70 -0.108
O 15.58 9.36 12.77 -0.144
O 16.78 9.27 16.96 -0.105
O 18.14 12.13 6.70 -0.115
O 14.72 8.22 15.29 -0.102
O 13.42 13.35 13.15 -0.137
O 19.69 14.76 16.31 0.100
N 9.03 12.41 11.50 -0.343
N 19.09 14.97 15.28 -0.330
C 18.02 12.50 11.77 -0.072
C 11.77 10.05 12.08 -0.065
C 11.29 8.87 11.56 -0.048
C 10.00 8.87 11.01 -0.072
C 12.23 15.46 13.58 -0.065
C 20.04 14.02 9.11 -0.382
C 18.02 8.61 16.92 -0.304
C 17.42 16.30 13.97 0.005
C 21.17 14.69 8.32 -0.101
C 20.58 9.61 11.38 -0.087
C 15.98 17.91 15.08 -0.071
C 17.60 16.65 16.33 -0.022
C 16.02 7.97 10.74 -0.080
C 9.22 9.98 10.91 -0.004
C 16.60 10.99 8.19 -0.085
C 9.79 11.11 11.45 -0.132
C 16.72 11.82 6.95 -0.266
C 15.95 13.02 16.47 -0.248
C 16.62 13.01 11.75 -0.299
C 16.40 17.28 13.90 -0.058
C 16.61 17.65 16.32 -0.037
C 13.35 14.77 12.81 -0.270
C 18.48 8.49 15.47 -0.089
C 16.34 12.07 15.28 -0.041
C 13.47 9.56 16.85 -0.073
C 21.72 8.75 11.91 -0.334
C 13.48 8.91 15.44 -0.295
C 11.03 11.22 12.06 0.012
C 16.56 8.83 11.89 -0.311
C 17.94 15.92 15.21 -0.148
H 18.26 12.82 6.02 0.094
H 12.77 10.06 12.46 0.079
H 21.05 14.61 7.20 0.077
H 12.47 10.00 16.98 0.077
H 13.67 13.25 14.09 0.073
H 20.84 7.71 13.35 0.071
H 17.34 8.21 12.49 0.126
H 11.83 7.95 11.67 0.107
H 16.30 18.22 17.21 0.116
H 11.36 12.18 12.53 0.117
H 16.77 13.77 16.67 0.104
H 16.79 7.72 9.97 0.080
H 18.13 11.85 10.94 0.045
H 22.13 14.21 8.51 0.069
H 18.02 7.59 17.35 0.110
H 16.18 8.77 16.37 0.048
H 12.48 15.55 14.65 0.083
H 20.94 10.57 10.98 0.072
H 20.05 9.10 10.54 0.087
H 15.62 10.70 8.51 0.065
H 8.31 9.99 10.38 0.112
H 18.17 16.51 17.19 0.098
H 17.81 8.02 14.72 0.063
H 14.96 8.17 14.37 0.049
H 13.47 9.72 14.71 0.089
H 16.43 12.66 14.32 0.058
H 17.10 10.00 8.11 0.093
H 15.81 12.43 17.33 0.089
H 16.14 12.74 6.89 0.109
H 17.74 15.82 13.08 0.097
H 22.34 8.37 11.04 0.121
H 18.69 9.21 17.52 0.107
H 16.41 13.72 10.92 0.125
H 15.15 18.58 15.01 0.096
H 13.27 14.79 11.73 0.111
H 11.31 14.86 13.44 0.073
H 17.12 9.70 11.56 0.075
H 19.14 14.57 8.91 0.098
H 19.54 12.47 8.09 0.058
H 19.85 9.81 12.14 0.044
H 18.57 9.45 14.99 0.052
H 21.24 15.79 8.53 0.080
H 12.14 16.40 13.12 0.055
H 9.77 7.94 10.55 0.100
H 17.29 11.56 15.40 0.060
H 22.50 9.23 12.55 0.119
H 14.82 12.36 11.83 0.069
H 16.37 11.24 6.06 0.114
H 15.49 10.36 12.51 0.085
H 15.77 7.07 11.24 0.043
H 14.34 10.25 16.90 0.054
H 19.45 7.96 15.34 0.075
H 13.69 8.75 17.60 0.093
H 16.00 17.47 12.92 0.101
H 12.63 8.24 15.39 0.109
H 16.38 13.58 12.62 0.064
H 18.72 13.38 11.70 0.088
H 15.51 11.35 15.19 0.066
H 15.11 8.36 10.18 0.089
H 14.37 15.17 13.09 0.105
H 18.16 12.01 12.74 0.078
H 17.00 11.47 9.12 0.069
H 20.31 14.23 10.17 0.109
H 14.21 14.03 16.71 0.070
```

The calculation puts the total energy at -61736.892 eV. As for the SMILES: O=[N+]([O-])c1ccccc1.O=[N+]([O-])c1ccccc1.CCO.CCO.CCO.CCO.CCO.CCO.CCO.CCO.CCO. The value obtained for the LUMO energy is -0.71 eV. As for the frontier orbital gap: 8.97 eV.

ORCA calculation (ωB97M-V/def2-TZVPD) on C30H65BF7IN2O14P2 as an isolated structure.

Structure (XYZ):
```
122
Properties=species:S:1:pos:R:3:lowdin_charge:R:1
I 4.11 0.99 -1.93 1.015
P 3.23 -2.94 -0.92 0.791
P 5.23 2.34 0.80 0.734
F 7.57 -2.62 2.25 0.091
F -1.44 -3.29 1.07 0.047
F -3.09 -4.20 -1.34 0.121
F -3.27 -1.98 -1.36 0.133
F 7.74 -3.47 0.24 0.085
F 8.14 -0.35 1.43 0.136
F 8.69 -1.31 -0.45 0.109
O 3.37 1.64 3.30 0.170
O 4.35 -0.53 3.17 0.071
O 6.07 9.69 -0.43 -0.189
O 0.53 7.01 -3.70 -0.191
O 0.62 2.16 2.45 -0.026
O 5.46 -0.28 0.48 -0.191
O -5.37 -6.25 1.61 -0.187
O -0.07 4.47 -2.30 -0.203
O -4.25 -8.96 1.34 -0.190
O 6.40 2.16 1.68 -0.375
O 3.42 8.41 -0.64 -0.204
O -9.51 -5.74 -0.08 -0.201
O -12.35 -4.98 -0.19 -0.190
O 2.99 -1.11 0.96 -0.097
N 2.79 -3.24 -2.41 -0.298
N -0.50 2.23 -0.01 0.037
C 2.06 1.22 0.74 -0.118
C -9.16 -4.47 -0.60 -0.109
C 6.33 8.93 0.74 -0.112
C -10.37 -5.65 1.04 -0.207
C 0.93 -2.23 0.34 -0.180
C -3.55 -8.78 2.55 -0.114
C -11.80 -5.97 0.66 -0.207
C 3.25 0.29 1.02 -0.380
C 2.90 9.37 0.27 -0.112
C 5.58 -0.25 3.86 -0.022
C -4.20 -5.71 1.02 -0.111
C -0.41 0.95 0.73 -0.197
C 0.19 6.89 -2.32 -0.198
C 4.51 0.70 0.20 -0.802
C -5.95 -7.30 0.85 -0.200
C 5.63 8.90 -1.52 -0.206
C 6.59 -0.36 -0.37 -0.150
C 0.83 1.01 1.63 -0.345
C -12.40 -5.37 -1.55 -0.112
C 0.64 5.57 -1.75 -0.198
C -0.05 -2.53 -0.80 -0.134
C 4.13 9.01 -1.72 -0.203
C -2.55 -3.04 -0.98 -0.258
C 0.67 3.77 -3.28 -0.115
C -5.64 -8.65 1.44 -0.204
C 7.18 -2.47 0.96 -0.280
C -0.57 6.78 -4.57 -0.113
C -1.38 -2.92 -0.25 -0.188
C 2.23 -1.59 -0.15 -0.443
C 7.67 -1.09 0.42 -0.442
B 3.70 0.51 2.59 -0.620
H -3.73 -5.05 1.75 0.089
H 4.19 3.12 1.35 0.041
H -3.82 -9.57 3.27 0.087
H 1.49 3.21 -2.81 0.060
H -4.46 -5.13 0.13 0.070
H -12.41 -5.99 1.57 0.125
H 2.54 8.83 1.14 0.089
H -0.89 7.02 -2.18 0.127
H -11.86 -6.96 0.20 0.126
H 4.12 2.20 3.54 0.106
H -11.44 -5.76 -1.89 0.084
H -10.31 -4.67 1.51 0.127
H 2.06 9.91 -0.19 0.087
H 6.10 -2.60 0.90 0.147
H 6.36 -1.00 -1.23 0.114
H 6.39 -0.63 3.26 0.073
H 0.45 5.57 -0.67 0.129
H 1.77 1.17 -0.31 0.058
H -1.39 2.67 0.16 0.075
H 5.92 7.86 -1.39 0.125
H 3.66 10.08 0.58 0.085
H -6.18 -9.42 0.88 0.125
H 6.48 9.62 1.56 0.089
H -3.49 -6.50 0.75 0.090
H 0.70 7.70 -1.80 0.117
H 0.30 -3.34 -1.43 0.108
H 7.24 8.33 0.61 0.088
H 2.07 -0.89 -0.97 0.069
H 5.57 -0.79 4.80 0.097
H 0.47 -1.68 1.15 0.103
H -5.62 -7.25 -0.20 0.129
H -8.47 -3.95 0.08 0.089
H -1.27 7.63 -4.52 0.088
H -0.36 0.15 0.00 0.095
H -0.18 6.71 -5.58 0.088
H 3.58 -3.08 -3.03 -0.049
H -8.65 -4.63 -1.55 0.089
H -10.04 -3.84 -0.77 0.084
H 0.76 1.93 3.37 0.089
H -3.75 -7.80 3.00 0.084
H -1.10 5.86 -4.32 0.084
H 3.84 10.05 -1.85 0.128
H 3.12 -4.07 -0.07 0.026
H -0.01 3.07 -3.76 0.090
H -1.28 0.86 1.38 0.122
H 1.08 4.44 -4.04 0.086
H 6.13 9.29 -2.42 0.126
H -5.97 -8.69 2.48 0.126
H 4.56 -2.48 -0.84 -0.001
H 2.41 2.23 0.89 0.104
H 0.90 0.13 2.27 0.148
H -10.03 -6.39 1.77 0.124
H -12.65 -4.49 -2.14 0.088
H 5.50 8.26 0.98 0.082
H 5.73 0.80 4.08 0.085
H 1.22 -3.19 0.78 0.102
H 5.62 3.02 -0.37 -0.004
H 7.01 0.60 -0.66 0.131
H -2.49 -8.86 2.34 0.088
H -0.49 2.03 -1.00 0.058
H -7.03 -7.14 0.86 0.118
H -0.21 -1.66 -1.44 0.131
H 1.72 5.45 -1.89 0.127
H -13.17 -6.13 -1.70 0.088
H 3.86 8.47 -2.63 0.126
```

The calculation puts the total energy at -110177.244 eV. The value obtained for the LUMO energy is -0.51 eV. As for the frontier orbital gap: 7.71 eV.